Arrangement i

# C2H2N2PS

A structure of composition C2H2N2PS (wB97M-V/def2-TZVPD, OMol25).

```
8
Properties=species:S:1:pos:R:3:nbo_charge:R:1
C -0.05547 -0.79612 0.60325 0.028
C -0.86905 0.42518 0.65682 -0.093
N 1.00028 -0.78779 -0.10552 -0.733
N -0.53088 1.44351 0.01533 -0.562
P 1.39597 0.66129 -0.85828 0.833
S 1.14657 0.32156 -2.78139 -0.751
H -0.32449 -1.68216 1.17569 0.150
H -1.76293 0.41452 1.29411 0.129
```

* total charge: -1
* Kohn-Sham gap: 7.2145 eV
* E_HOMO: -3.1620 eV

---

Arrangement ii

# C2H2N2PS

The ion C2H2N2PS with charge -1 (wB97M-V/def2-TZVPD, OMol25).

```
8
Properties=species:S:1:pos:R:3:nbo_charge:R:1
C -0.34641 -0.72293 0.48531 0.120
C 0.62813 -0.81908 -0.70278 -0.127
N -0.87496 0.38285 0.74951 -0.792
N 0.48973 -0.07996 -1.66687 -0.589
P -1.09598 1.73735 -0.13650 0.843
S 0.22024 2.85158 0.77441 -0.684
H -0.41642 -1.69463 1.14422 0.136
H 1.39566 -1.65518 -0.64730 0.093
```

* total charge: -1
* Kohn-Sham gap (spin up / spin down): 6.7405 / 6.7399 eV
* E_HOMO (spin up / spin down): -2.8250 / -2.8243 eV

---

Which structure loses on stability? arrangement ii does.

---

Arrangement i

# ClH4N2OP

A cluster of 2 separate species, ClH4N2OP in total (wB97M-V/def2-TZVPD, OMol25).

```
9
Properties=species:S:1:pos:R:3:nbo_charge:R:1
H 1.06968 0.48331 1.85578 0.379
N 0.33943 0.39520 1.20384 -1.271
P -0.06821 -1.00008 0.80677 1.246
N -1.32565 -0.70323 -0.24429 -1.171
H -1.47520 0.21735 -0.59553 0.416
H -1.76024 -1.43133 -0.81895 0.403
O 0.31233 1.39330 -1.49122 -0.683
Cl 1.36938 0.20303 -2.33874 0.176
H 0.71282 1.60042 -0.63739 0.505
```

* SMILES string: [H]/N=P/N.OCl
* Kohn-Sham gap: 9.0057 eV
* E_HOMO: -9.5862 eV

---

Arrangement ii

# ClH4N2OP

A cluster of 2 separate species, ClH4N2OP in total (wB97M-V/def2-TZVPD, OMol25).

```
9
Properties=species:S:1:pos:R:3:nbo_charge:R:1
N -0.38831 -0.96774 -0.91990 -1.189
N 1.03240 -0.41327 1.09197 -1.149
O -0.17251 2.05912 -0.82334 -0.845
P 1.00101 -0.10885 -0.50629 1.393
Cl -1.32272 1.91473 0.31530 0.123
H -1.06636 -1.14530 -0.17237 0.398
H -0.83623 -1.06921 -1.93308 0.449
H 0.04931 -0.43499 1.45424 0.409
H 1.70341 0.16551 1.49348 0.411
```

* Kohn-Sham gap: 8.3275 eV
* E_HOMO: -8.2471 eV

---

Which structure loses on stability? arrangement ii does.

---

Arrangement i

# C2H2ClNO2

A cluster of 2 separate species, C2H2ClNO2 in total (wB97M-V/def2-TZVPD, OMol25).

```
8
Properties=species:S:1:pos:R:3:nbo_charge:R:1
C 1.54735 0.82986 0.20819 -0.090
N 2.57093 0.30577 0.10589 0.224
O 3.60319 -0.23624 0.11099 -0.389
H 0.71635 1.35719 -0.17008 0.253
O -1.64102 0.66968 0.12654 -0.498
C -2.17810 -0.37460 -0.10457 0.365
Cl -1.36341 -1.87324 0.15909 -0.033
H -3.25530 -0.67842 -0.43606 0.168
```

* SMILES string: C#[N+][O-].O=CCl
* Kohn-Sham gap: 10.1031 eV
* E_HOMO: -9.9028 eV

---

Arrangement ii

# C2H2ClNO2

An isolated molecule of C2H2ClNO2 (wB97M-V/def2-TZVPD, OMol25).

```
8
Properties=species:S:1:pos:R:3:nbo_charge:R:1
C -0.59291 0.02331 0.11709 -0.360
C -1.31829 -0.15140 -0.95939 0.184
Cl -2.26653 -1.91648 -0.94527 -0.103
N -1.40786 0.54275 -2.18049 0.471
O -0.37365 0.87513 -2.67542 -0.339
O -2.48823 0.78651 -2.55543 -0.315
H -0.49238 -0.72179 0.77155 0.231
H -0.24149 1.00862 0.34402 0.231
```

* SMILES string: C=C(Cl)[N+](=O)[O-]
* Kohn-Sham gap: 9.7572 eV
* E_HOMO: -10.9041 eV

---

Which structure loses on stability? arrangement ii does.

---

Arrangement i

# C3H13N2O3

A cluster of 3 separate species, C3H13N2O3 in total (wB97M-V/def2-TZVPD, OMol25).

```
21
Properties=species:S:1:pos:R:3:nbo_charge:R:1
C 1.56077 -0.37813 1.02145 -0.219
C 0.34176 -0.91938 1.74878 -0.541
C -0.94840 -0.80235 0.95620 0.680
N -2.08395 -0.96546 1.64452 -0.781
O -0.89350 -0.65568 -0.25290 -0.674
N 1.29871 0.89072 0.29862 -0.685
H 1.95701 -1.06643 0.27924 0.239
H 2.34811 -0.16918 1.74137 0.231
H 0.47722 -2.00719 1.82693 0.278
H 0.28661 -0.61371 2.79134 0.242
H -2.07263 -0.85273 2.63640 0.405
H -3.00023 -0.92920 1.20276 0.427
H 0.76916 1.57824 0.83495 0.431
H 0.70878 0.73407 -0.52570 0.502
H 2.17348 1.29038 -0.04412 0.443
H -0.92713 -0.43074 -3.72811 0.485
H -1.50233 -0.56751 -2.31104 0.499
O -1.39757 0.05469 -3.04148 -0.959
H -0.30818 1.41823 -2.48256 0.522
H 0.68131 2.63550 -2.48527 0.494
O 0.53100 1.75587 -2.11139 -1.020
```

* total charge: +1
* Kohn-Sham gap: 11.3453 eV
* E_HOMO: -14.3996 eV

---

Arrangement ii

# C3H13N2O3

A cluster of 3 separate species, C3H13N2O3 in total (wB97M-V/def2-TZVPD, OMol25).

```
21
Properties=species:S:1:pos:R:3:nbo_charge:R:1
N 0.40486 0.07556 0.94879 -0.651
C -0.02990 0.35642 -0.44980 -0.317
C -1.12155 -0.63524 -0.76594 0.628
N -2.33565 -0.18317 -1.10460 -0.583
C -2.69877 1.21018 -1.32251 -0.433
O -0.83881 -1.81570 -0.66080 -0.597
H 0.78222 -0.86232 1.07216 0.481
H -0.39877 0.10556 1.57853 0.430
H 1.07404 0.69090 1.30355 0.441
H -0.39967 1.36974 -0.42116 0.217
H 0.80665 0.31491 -1.13369 0.276
H -3.01166 -0.90097 -1.31712 0.428
H -3.70887 1.30643 -1.71222 0.245
H -2.07743 1.64800 -2.07611 0.208
H -2.68155 1.78427 -0.39563 0.200
H 3.18883 1.34358 -0.32995 0.485
H 3.89331 0.02964 -0.19709 0.496
O 3.01023 0.40787 -0.16755 -0.976
H 1.70359 -2.57080 2.87729 0.499
H 2.56653 -1.95011 1.82645 0.483
O 1.87237 -1.72475 2.44742 -0.961
```

* total charge: +1
* Kohn-Sham gap: 10.5118 eV
* E_HOMO: -13.6132 eV

---

Which structure loses on stability? arrangement ii does.

---

Arrangement i

# C21H19AuF6N3O7PS5

A structure of composition C21H19AuF6N3O7PS5 (wB97M-V/def2-TZVPD, OMol25).

```
63
Properties=species:S:1:pos:R:3:nbo_charge:R:1
Au -0.73633 1.66613 -1.10195 0.621
F -0.07506 -4.54408 -3.21033 -0.307
C -1.05666 -5.39760 -2.94337 0.760
F -0.99220 -5.71821 -1.64518 -0.320
F -0.91203 -6.48977 -3.66669 -0.292
S -2.75390 -4.61461 -3.20657 1.472
O -2.13599 -1.19289 -1.23530 -0.842
O -3.60494 -5.72065 -3.57280 -0.864
N -2.78277 -1.60656 -3.55557 -1.121
S -1.51253 1.58915 -4.20765 1.503
O -0.61077 2.71147 -4.43693 -0.930
O -1.04205 0.80051 -2.92966 -1.065
C -3.03923 2.42967 -3.45538 0.733
F -2.74668 3.62965 -2.95411 -0.316
F -3.93918 2.58560 -4.43037 -0.319
F -3.59842 1.69544 -2.48658 -0.322
C 2.48778 -3.17851 -0.08078 -0.942
P 1.20950 -1.86711 -0.21256 0.790
C 0.61804 -1.69202 1.51774 -0.224
C -0.37466 -0.73215 1.76421 -0.292
C -0.97911 -0.67180 3.01504 -0.190
C -0.57687 -1.51654 4.03981 -0.219
C 0.41335 -2.45630 3.80142 -0.199
C 1.00595 -2.54436 2.54944 -0.243
C 2.30008 -0.39588 -0.34382 -0.252
C 3.19222 -0.02926 0.66657 -0.257
C 3.97653 1.10549 0.53748 -0.220
C 3.88554 1.88644 -0.61169 -0.208
C 3.01788 1.52350 -1.62917 -0.203
C 2.22861 0.38508 -1.49416 -0.244
H 3.23354 -2.98535 0.69154 0.221
H 2.99527 -3.22425 -1.04491 0.247
H 2.01689 -4.14650 0.09424 0.239
H -0.98414 -0.44327 0.91025 0.239
H -1.74262 0.07474 3.20455 0.208
H -1.04857 -1.45591 5.01211 0.217
H 0.72511 -3.12874 4.59055 0.217
H 1.76706 -3.29542 2.38285 0.213
H 3.25300 -0.62527 1.57124 0.219
H 4.65447 1.38856 1.33295 0.220
H 4.49435 2.77596 -0.70987 0.220
H 2.94332 2.12402 -2.52665 0.229
H 1.54667 0.10727 -2.29036 0.232
O -3.55925 -2.22790 -5.82003 -0.875
S -2.41540 -2.29811 -4.99215 2.482
O -1.12598 -1.91638 -5.45493 -0.905
O -2.23255 -3.88122 -4.59573 -0.913
S -1.62290 -1.44039 -2.55341 1.639
N -0.83037 4.72050 5.20266 -0.753
C 0.20858 4.08353 4.63950 0.079
S 1.66626 3.93464 5.37294 -0.092
C -0.05155 3.52871 3.27349 -0.056
C -1.01424 4.07005 2.42660 -0.238
C -1.18954 3.53864 1.16553 0.063
N -0.43770 2.52740 0.71890 -0.505
C 0.47446 1.96432 1.53051 0.070
C 0.69117 2.45292 2.80612 -0.191
H -0.70941 5.10859 6.12318 0.419
H -1.75125 4.70971 4.80133 0.397
H -1.61391 4.92489 2.70696 0.227
H -1.92573 3.93309 0.48015 0.228
H 1.29581 1.47900 1.02171 0.252
H 1.42304 1.98232 3.44708 0.261
```

* Kohn-Sham gap: 7.3937 eV
* E_HOMO: -8.8729 eV

---

Arrangement ii

# C21H19AuF6N3O7PS5

A structure of composition C21H19AuF6N3O7PS5 (wB97M-V/def2-TZVPD, OMol25).

```
63
Properties=species:S:1:pos:R:3:nbo_charge:R:1
Au 0.51640 -0.06510 -0.01750 1.247
F -1.05770 -0.78680 5.18740 -0.304
C -1.69270 -1.24900 4.11290 0.746
F -1.11740 -2.38350 3.75040 -0.294
F -2.95320 -1.49940 4.45720 -0.305
S -1.55420 0.07830 2.77870 2.243
O -0.21610 -0.11610 2.27470 -0.970
O -1.83690 1.30520 3.44610 -0.914
N -2.66420 -0.18870 1.68860 -1.218
S -2.47500 -1.36320 0.66750 2.254
O -2.38560 -2.66230 1.22660 -0.888
O -1.56400 -1.05750 -0.42770 -1.002
C -4.13420 -1.23550 -0.23110 0.746
F -4.31420 0.01210 -0.67130 -0.321
F -4.15050 -2.03280 -1.29940 -0.309
F -5.16430 -1.55320 0.53610 -0.295
C -2.41490 2.56040 0.42330 -0.929
P -0.78750 1.98540 -0.19280 0.978
C -0.96760 2.35870 -1.96400 -0.292
C -1.68740 1.42640 -2.70970 -0.233
C -1.92850 1.65280 -4.05110 -0.203
C -1.45100 2.80470 -4.65940 -0.183
C -0.73050 3.72770 -3.91920 -0.197
C -0.47570 3.50310 -2.57670 -0.231
C 0.40630 3.10780 0.54830 -0.440
C 0.18300 3.59330 1.83620 -0.182
C 1.17560 4.31010 2.47850 -0.204
C 2.39390 4.52170 1.85200 -0.179
C 2.62590 4.02230 0.57930 -0.211
C 1.64450 3.29760 -0.06620 -0.095
H -2.45670 3.64350 0.27600 0.255
H -2.53980 2.29900 1.47230 0.275
H -3.20370 2.08520 -0.15560 0.263
H -2.04180 0.53260 -2.21370 0.233
H -2.49000 0.93430 -4.63140 0.222
H -1.64800 2.97570 -5.70780 0.231
H -0.36690 4.63080 -4.38420 0.222
H 0.09440 4.21490 -2.00170 0.229
H -0.74850 3.37630 2.33630 0.231
H 1.00770 4.68150 3.47930 0.223
H 3.17880 5.05300 2.36860 0.220
H 3.58550 4.16730 0.10800 0.222
H 1.83330 2.86020 -1.03570 0.203
O 4.48640 -0.45430 0.97830 -0.912
S 3.36760 -0.23250 0.12030 2.249
O 2.41610 0.79960 0.63220 -0.977
O 3.65260 -0.03380 -1.28050 -0.982
S 2.12790 -1.93520 0.13240 -0.330
N -0.11900 -1.59320 -7.14590 -0.747
C 0.24900 -0.45800 -6.54570 0.094
S 0.31430 0.96160 -7.38350 -0.135
C 0.51210 -0.47580 -5.10030 -0.080
C -0.07430 -1.43090 -4.26580 -0.241
C 0.11110 -1.31820 -2.89920 0.060
N 0.86270 -0.36960 -2.36690 -0.487
C 1.48630 0.50070 -3.14430 0.051
C 1.32450 0.49870 -4.51840 -0.150
H -0.34270 -1.58110 -8.12850 0.420
H -0.09330 -2.48080 -6.67360 0.396
H -0.69630 -2.22620 -4.64760 0.220
H -0.35940 -1.98330 -2.19130 0.226
H 2.15460 1.19440 -2.65650 0.234
H 1.79700 1.24700 -5.13710 0.249
```

* Kohn-Sham gap (spin up / spin down): 6.1142 / 6.1151 eV
* E_HOMO (spin up / spin down): -9.1200 / -9.1207 eV

---

Which structure loses on stability? arrangement i does.

---

Arrangement i

# C2HF3S

An isolated molecule of C2HF3S (wB97M-V/def2-TZVPD, OMol25).

```
7
Properties=species:S:1:pos:R:3:nbo_charge:R:1
C -0.32121 -0.14391 0.59676 0.348
C 0.49153 -1.27202 1.28089 0.469
F -1.56081 0.16581 0.93049 -0.266
F 0.33488 -1.42937 2.57986 -0.296
F 1.83749 -0.97281 1.01776 -0.352
S 0.06243 -2.62354 0.09205 -0.111
H -0.18449 -0.07337 -0.47627 0.209
```

* Kohn-Sham gap (spin up / spin down): 7.3004 / 7.3054 eV
* E_HOMO (spin up / spin down): -9.6155 / -9.6166 eV

---

Arrangement ii

# C2HF3S

An isolated molecule of C2HF3S (wB97M-V/def2-TZVPD, OMol25).

```
7
Properties=species:S:1:pos:R:3:nbo_charge:R:1
F -1.31055 -0.61258 -0.76000 -0.317
C -0.59168 0.26449 -0.00915 0.929
F -0.71710 1.62091 -0.48662 -0.332
F -0.99793 0.26801 1.25790 -0.303
C 0.80057 -0.39500 0.00836 -0.427
S 2.15187 0.34471 -0.02741 0.229
H 0.66482 -1.49053 0.01692 0.222
```

* SMILES string: FC(F)(F)C=S
* Kohn-Sham gap: 8.7467 eV
* E_HOMO: -9.6533 eV

---

Which structure loses on stability? arrangement i does.